No. 1
ORCA calculation (ωB97M-V/def2-TZVPD) on a gas-phase ion, C4H6NS (charge +1).

```
12
Properties=species:S:1:pos:R:3:mulliken_charge:R:1
C -0.7488 -0.1466 -0.3072 0.686
C -0.9456 1.2014 0.2507 -0.432
C -1.4403 0.7732 -1.1401 -0.635
C 2.2812 -1.3960 0.7814 -0.236
N -0.1065 -1.2077 -0.2435 -0.413
S 0.7443 -1.9400 0.9917 0.342
H -1.4874 1.1536 1.1562 0.307
H -0.0590 1.8697 0.2001 0.249
H -1.0842 1.3088 -1.9810 0.253
H -2.4563 0.6746 -1.3838 0.285
H 2.9291 -1.8269 1.4968 0.323
H 2.3734 -0.4642 0.1787 0.272
```

Properties
- Energy above the lowest of the compared OMol25 structures with the same formula, charge and spin: 73.57 kcal/mol
- Total charge: +1
- LUMO (alpha / beta): -6.3 / -6.3 eV
- Frontier orbital gap (alpha / beta): 8.072 / 8.073 eV
- HOMO level (alpha / beta): -0.5274 / -0.5275 Ha

No. 2
ORCA calculation (ωB97M-V/def2-TZVPD) on a molecular structure, C4H6NaO2Tl.

```
14
Properties=species:S:1:pos:R:3:mulliken_charge:R:1
O -3.2815 -0.6436 -0.3450 -0.543
C -2.6767 -1.2935 0.6592 -0.092
C -1.5291 -2.0243 0.3790 -0.760
Tl 2.3982 0.9919 -2.4628 0.270
Na 3.6404 2.7246 0.8450 0.468
H -1.2193 -2.2158 -0.6692 0.238
H -1.1324 -2.7317 1.1142 0.293
C 0.5053 1.2501 0.1425 0.079
C 0.9235 0.0621 0.6356 -0.607
O 0.4203 1.5390 -1.1966 -0.454
H -0.0745 1.9553 0.7404 0.355
H 0.8916 -0.0942 1.7168 0.268
H 1.4939 -0.6482 0.0319 0.112
H -0.3597 1.1281 -1.5909 0.373
```

Properties
- Total charge: 0
- LUMO (alpha / beta): -1.7 / -1.8 eV
- Frontier orbital gap (alpha / beta): 3.526 / 3.468 eV
- HOMO level (alpha / beta): -0.1932 / -0.1939 Ha

No. 3
ORCA calculation (ωB97M-V/def2-TZVPD) on C4H6O in the gas phase.

```
11
Properties=species:S:1:pos:R:3:mulliken_charge:R:1
C -1.7402 -0.2265 0.0533 -0.923
C -0.3995 0.3769 0.0537 0.140
C 0.7112 -0.3174 -0.1926 -0.106
C 2.0689 0.2697 -0.0984 -0.092
H -2.3005 -0.0091 1.0276 0.267
H -2.4141 0.0750 -0.7670 0.266
H -1.5121 -1.3217 0.0936 0.257
H -0.2664 1.4856 0.0837 0.245
H 0.6706 -1.4432 -0.2761 0.238
H 2.0376 1.4273 -0.1366 0.208
O 3.1443 -0.3168 0.1588 -0.500
```

Properties
- Energy above the lowest of the compared OMol25 structures with the same formula, charge and spin: 11.27 kcal/mol
- Total charge: 0
- LUMO: 0.2 eV
- Frontier orbital gap: 10.175 eV
- HOMO level: -0.3650 Ha

No. 4
ORCA calculation (ωB97M-V/def2-TZVPD) on C4H6O in the gas phase.

```
11
Properties=species:S:1:pos:R:3:mulliken_charge:R:1
C -0.6604 0.7176 -0.2352 -0.784
C -0.8762 -0.7684 0.1349 -0.229
C 0.4958 -0.8681 0.8143 -0.641
O 1.4671 -0.1904 -0.7560 -0.434
C 0.7625 0.5289 0.2766 0.255
H -1.2411 1.3924 0.4001 0.268
H -0.7621 1.0277 -1.2797 0.247
H -1.6493 -0.9436 0.8940 0.285
H -1.0369 -1.4862 -0.6746 0.262
H 2.1418 -0.7345 -0.3068 0.372
H 1.3589 1.3245 0.7325 0.399
```

Properties
- Energy above the lowest of the compared OMol25 structures with the same formula, charge and spin: 93.13 kcal/mol
- Total charge: 0
- LUMO: 0.6 eV
- Frontier orbital gap: 9.220 eV
- HOMO level: -0.3172 Ha

No. 5
ORCA calculation (ωB97M-V/def2-TZVPD) on C4H6O in the gas phase.

```
11
Properties=species:S:1:pos:R:3:mulliken_charge:R:1
O -1.4376 -0.9040 1.2048 -0.496
C -1.0276 -0.6736 -0.1209 -0.382
C -0.2552 0.6237 -0.2436 -0.325
C 1.1067 0.5211 0.2960 -0.334
C 2.2745 0.4927 0.0076 -0.251
H -0.6586 -0.7696 1.7615 0.325
H -0.4023 -1.4963 -0.5059 0.282
H -1.9272 -0.6165 -0.7378 0.287
H -0.0542 0.8267 -1.3006 0.258
H -0.8036 1.4693 0.1714 0.265
H 3.1851 0.5264 -0.5325 0.372
```

Properties
- Energy above the lowest of the compared OMol25 structures with the same formula, charge and spin: 45.56 kcal/mol
- Total charge: 0
- LUMO: 0.8 eV
- Frontier orbital gap: 10.862 eV
- HOMO level: -0.3708 Ha

No. 6
ORCA calculation (ωB97M-V/def2-TZVPD) on a molecular structure, C4H6O.

```
11
Properties=species:S:1:pos:R:3:mulliken_charge:R:1
C 1.2014 0.1784 0.6883 -0.647
O 0.1066 -0.5997 0.2063 -0.228
C -1.4019 0.1811 0.0190 -0.079
C -1.3320 0.0495 -1.4186 -0.626
C -0.1469 -0.5167 -1.3434 -0.109
H 1.1493 1.2020 0.2965 0.347
H 2.1291 -0.2935 0.3534 0.277
H 1.1666 0.1822 1.7806 0.255
H -2.0748 -0.4564 0.5963 0.212
H -1.2448 1.1585 0.4852 0.241
H 0.6524 -0.9816 -1.9088 0.357
```

Properties
- Energy above the lowest of the compared OMol25 structures with the same formula, charge and spin: 109.26 kcal/mol
- Total charge: 0
- LUMO: 0.8 eV
- Frontier orbital gap: 9.194 eV
- HOMO level: -0.3092 Ha

No. 7
ORCA calculation (ωB97M-V/def2-TZVPD) on a molecular structure, C4H6O.

```
11
Properties=species:S:1:pos:R:3:mulliken_charge:R:1
C -0.8436 -1.0645 0.0561 -1.199
C -0.0316 0.2065 0.2029 0.970
O -0.7913 1.2638 0.6365 -0.493
C 1.3852 0.1410 0.7310 -0.957
C 1.4379 0.4556 -0.5443 -0.070
H -1.8140 -0.8668 -0.4073 0.354
H -1.0068 -1.4601 1.0631 0.310
H -0.2955 -1.8081 -0.5249 0.374
H 0.2202 0.4143 -1.0661 0.006
H -0.2241 1.7911 1.2200 0.371
H 1.9637 0.9272 -1.3669 0.333
```

Properties
- Energy above the lowest of the compared OMol25 structures with the same formula, charge and spin: 101.61 kcal/mol
- Total charge: 0
- LUMO: 0.9 eV
- Frontier orbital gap: 10.222 eV
- HOMO level: -0.3416 Ha

No. 8
ORCA calculation (ωB97M-V/def2-TZVPD) on a molecular structure, C4H6O.

```
11
Properties=species:S:1:pos:R:3:mulliken_charge:R:1
C 0.9112 1.2522 0.2640 -0.685
C -0.0218 -0.3163 0.6002 -0.148
C -1.2134 -0.3299 -0.3607 -0.433
O -0.4232 0.1374 -1.4608 -0.432
C 0.7482 0.1230 -0.6392 0.015
H 1.8099 1.0243 0.8662 0.198
H -0.0694 0.7210 1.1789 0.139
H 0.3175 -1.1445 1.2169 0.423
H -2.0357 0.3489 -0.1114 0.272
H -1.5997 -1.3394 -0.5465 0.236
H 1.5764 -0.4768 -1.0077 0.414
```

Properties
- Energy above the lowest of the compared OMol25 structures with the same formula, charge and spin: 100.86 kcal/mol
- Total charge: 0
- LUMO: 1.0 eV
- Frontier orbital gap: 9.741 eV
- HOMO level: -0.3216 Ha